1.
{
  "formula": "C31H24AsN6OsSSe",
  "method": "ωB97M-V/def2-TZVPD",
  "species": ["Os", "S", "C", "C", "C", "C", "C", "C", "As", "C", "C", "C", "C", "C", "C", "C", "C", "C", "C", "C", "C", "H", "H", "H", "H", "H", "H", "H", "H", "H", "H", "H", "H", "H", "H", "Se", "N", "C", "C", "C", "C", "C", "N", "C", "C", "N", "C", "C", "C", "C", "C", "N", "H", "H", "H", "H", "H", "H", "N", "H", "H", "H", "N", "C", "H"],
  "xyz": [[-0.8711, 0.8113, -0.2286], [1.2591, 1.8455, 0.1053], [2.4919, 0.6264, 0.3391], [3.7815, 1.0737, 0.6960], [4.8447, 0.1056, 0.8224], [4.5414, -1.1898, 0.4261], [3.2444, -1.6514, 0.0690], [2.2304, -0.7048, -0.0313], [0.5078, -1.1574, -0.9119], [0.3946, -3.1094, -0.5893], [1.1202, -4.0724, -1.2878], [0.7721, -5.4695, -1.2788], [-0.3740, -5.8829, -0.6784], [-1.0158, -4.9262, 0.1740], [-0.7457, -3.5554, 0.1277], [1.1310, -1.2111, -2.8270], [2.2056, -0.3751, -3.2048], [2.4020, -0.0642, -4.5495], [1.6023, -0.6537, -5.5287], [0.6940, -1.6404, -5.1165], [0.4045, -1.9790, -3.8148], [3.9858, 2.1050, 0.9533], [5.8281, 0.4159, 1.2719], [5.3491, -1.9387, 0.4260], [3.0862, -2.7171, 0.0933], [2.0418, -3.7938, -1.7323], [1.5364, -6.1874, -1.7222], [-0.8364, -6.8174, -0.7711], [-1.6682, -5.2416, 1.0394], [-1.2930, -2.8126, 0.7094], [2.7877, 0.0495, -2.4032], [3.1210, 0.6346, -4.9352], [1.8288, -0.4471, -6.5848], [0.1696, -2.1946, -5.9486], [-0.4352, -2.6081, -3.4866], [-2.8872, 4.5934, 6.2494], [-2.2941, 2.8997, 5.8774], [-1.8722, 2.8858, 4.6398], [-1.3673, 1.7153, 4.0055], [-1.1585, 0.4775, 4.6064], [-0.8198, -0.6235, 3.8539], [-0.6873, -0.4784, 2.4883], [-0.8372, 0.6497, 1.8378], [-1.2186, 1.8003, 2.6036], [-1.6816, 2.9200, 1.7869], [-1.8022, 2.6868, 0.4740], [-2.5280, 3.5711, -0.2466], [-3.0915, 4.7532, 0.2704], [-2.8933, 5.0342, 1.6258], [-2.1639, 4.0819, 2.3706], [-2.2192, 4.1047, 3.8230], [-2.7552, 5.0976, 4.4986], [-1.1965, 0.3418, 5.7433], [-0.6596, -1.6325, 4.2428], [-0.2767, -1.2499, 1.8444], [-2.5670, 3.3775, -1.3227], [-3.5169, 5.6045, -0.3359], [-3.2319, 5.9595, 2.0943], [-0.6519, 1.8506, -2.1766], [-1.2650, 1.5776, -2.9418], [0.3709, 1.8377, -2.4640], [-0.9274, 2.8346, -1.9668], [-3.2907, -0.7376, -1.2008], [-2.3699, -0.1627, -0.6991], [-4.2624, -1.0365, -1.2034]],
  "lowdin_spin": [0.814, 0.522, 0.116, 0.116, -0.011, 0.139, 0.013, 0.063, 0.002, 0.005, 0.000, 0.000, 0.000, 0.001, 0.000, 0.009, 0.000, 0.001, -0.001, 0.001, 0.000, 0.003, -0.002, 0.006, 0.000, 0.000, 0.000, 0.000, 0.000, 0.000, 0.000, 0.000, 0.000, 0.000, 0.000, 0.352, 0.122, 0.056, 0.171, 0.044, 0.126, 0.126, 0.169, 0.336, 0.066, 0.111, 0.008, 0.111, 0.020, 0.092, 0.041, 0.085, -0.001, 0.005, 0.005, -0.001, 0.004, -0.001, 0.027, 0.003, 0.009, 0.002, 0.098, 0.017, 0.002],
  "spin_multiplicity": 5,
  "e_above_lowest_kj_mol": 93.96,
  "total_charge": 3,
  "e_homo_ev": [-13.862, -16.276]
}

=====

2.
{
  "formula": "C31H24Br2MoN4O3S",
  "method": "ωB97M-V/def2-TZVPD",
  "species": ["Mo", "O", "C", "C", "C", "C", "C", "C", "C", "N", "N", "C", "O", "C", "C", "C", "C", "C", "C", "H", "H", "H", "H", "H", "H", "H", "H", "H", "H", "Br", "C", "C", "C", "N", "C", "C", "C", "C", "C", "Br", "C", "C", "N", "H", "H", "H", "H", "H", "H", "C", "S", "O", "C", "C", "C", "C", "C", "C", "H", "H", "H", "H", "H", "H", "H", "H"],
  "xyz": [[0.6106, 0.6457, -0.1109], [2.4957, 0.1741, -0.0740], [3.2333, -0.2835, 0.9550], [4.3713, -1.0317, 0.6451], [5.1595, -1.5350, 1.6567], [4.8504, -1.2967, 3.0019], [3.7558, -0.5315, 3.3173], [2.9176, -0.0205, 2.3046], [1.8537, 0.8623, 2.6853], [0.9275, 1.2638, 1.8775], [0.1725, 2.3527, 2.2959], [-0.2240, 2.9746, 1.2414], [0.1365, 2.4748, 0.0323], [-1.0515, 4.1794, 1.2535], [-1.5110, 4.6858, 2.4704], [-2.2912, 5.8269, 2.4821], [-2.6103, 6.4648, 1.2886], [-2.1533, 5.9618, 0.0785], [-1.3731, 4.8174, 0.0573], [4.6141, -1.1991, -0.3953], [6.0390, -2.1151, 1.4096], [5.4853, -1.6885, 3.7837], [3.5313, -0.3000, 4.3513], [1.8438, 1.2791, 3.6898], [-1.2502, 4.1887, 3.3948], [-2.6477, 6.2259, 3.4217], [-3.2145, 7.3620, 1.3057], [-2.3994, 6.4661, -0.8457], [-1.0038, 4.4280, -0.8815], [-0.4402, 0.6650, -6.7819], [-0.1181, 0.6641, -4.9522], [1.1724, 0.8133, -4.4650], [1.3540, 0.8005, -3.0982], [0.3355, 0.6552, -2.2391], [-0.9244, 0.5149, -2.7119], [-1.1837, 0.5106, -4.0651], [-1.9838, 0.3747, -1.6738], [-3.3267, 0.2728, -1.9789], [-4.2414, 0.1795, -0.9333], [-6.0602, 0.0456, -1.3085], [-3.7897, 0.1939, 0.3772], [-2.4286, 0.2890, 0.5955], [-1.5455, 0.3732, -0.4006], [2.0158, 0.9373, -5.1279], [2.3347, 0.9024, -2.6514], [-2.1852, 0.3957, -4.4494], [-3.6758, 0.2758, -2.9998], [-4.4748, 0.1387, 1.2105], [-2.0199, 0.3064, 1.5981], [0.3830, -2.8523, 2.3153], [1.1007, -2.5914, 0.7103], [0.2995, -1.3462, 0.2062], [0.4167, -3.9085, -0.2228], [-0.9623, -4.0400, -0.3787], [-1.4439, -5.1041, -1.1159], [-0.5567, -6.0216, -1.6768], [0.8115, -5.8773, -1.5151], [1.3127, -4.8058, -0.7868], [-0.7000, -2.9162, 2.2284], [0.6843, -2.0179, 2.9468], [0.7960, -3.7821, 2.7070], [-1.6428, -3.3190, 0.0572], [-2.5092, -5.2318, -1.2510], [-0.9427, -6.8564, -2.2462], [1.4903, -6.5938, -1.9560], [2.3802, -4.6765, -0.6587]],
  "nbo_charge": [1.603, -0.680, 0.415, -0.280, -0.131, -0.222, -0.134, -0.259, 0.197, -0.339, -0.326, 0.549, -0.623, -0.100, -0.164, -0.204, -0.160, -0.196, -0.194, 0.238, 0.239, 0.244, 0.232, 0.235, 0.234, 0.235, 0.234, 0.230, 0.223, 0.209, -0.016, -0.260, 0.119, -0.494, 0.186, -0.238, 0.266, -0.251, -0.035, 0.196, -0.246, 0.088, -0.472, 0.267, 0.237, 0.251, 0.250, 0.263, 0.228, -0.800, 1.294, -0.921, -0.323, -0.143, -0.208, -0.146, -0.195, -0.167, 0.252, 0.256, 0.273, 0.217, 0.239, 0.243, 0.245, 0.238],
  "e_above_lowest_kj_mol": 57.85,
  "total_charge": 2,
  "e_homo_ev": [-13.504, -13.511]
}

=====

3.
{
  "formula": "C31H24CrFN2O4P2S2",
  "method": "ωB97M-V/def2-TZVPD",
  "species": ["Cr", "S", "P", "C", "P", "S", "C", "C", "C", "C", "C", "C", "C", "C", "C", "C", "C", "C", "C", "C", "C", "C", "C", "C", "C", "C", "C", "C", "C", "C", "H", "H", "H", "H", "H", "H", "H", "H", "H", "H", "H", "H", "H", "H", "H", "H", "H", "H", "H", "H", "F", "C", "C", "N", "C", "C", "O", "O", "C", "O", "N", "C", "O", "H", "H", "H", "H"],
  "xyz": [[-1.4039, 0.4130, 1.5964], [-1.6323, -2.0820, 0.9287], [0.1023, -1.5195, 0.1057], [0.3051, 0.0870, 0.7207], [0.9304, 1.5981, 0.1019], [-0.8586, 2.6230, 1.2039], [0.2735, 1.9119, -1.5712], [0.9478, 2.8032, -2.4008], [0.4237, 3.1446, -3.6320], [-0.7728, 2.5832, -4.0552], [-1.4394, 1.6849, -3.2378], [-0.9293, 1.3634, -1.9958], [2.7253, 1.2886, -0.3900], [3.0307, 0.4977, -1.4895], [4.3453, 0.2884, -1.8507], [5.3716, 0.8693, -1.1253], [5.0718, 1.6874, -0.0478], [3.7545, 1.8981, 0.3168], [0.0667, -1.9652, -1.6707], [-1.1415, -1.9286, -2.3612], [-1.1717, -2.2009, -3.7147], [-0.0003, -2.5107, -4.3888], [1.2035, -2.5574, -3.7022], [1.2425, -2.2765, -2.3500], [1.4363, -2.6105, 0.7044], [1.3713, -3.9789, 0.4762], [2.3881, -4.7969, 0.9328], [3.4639, -4.2438, 1.6140], [3.5199, -2.8801, 1.8495], [2.4992, -2.0615, 1.4027], [1.8817, 3.2288, -2.0589], [0.9503, 3.8521, -4.2582], [-1.1899, 2.8524, -5.0146], [-2.3630, 1.2358, -3.5731], [-1.4720, 0.6920, -1.3329], [2.2240, 0.0548, -2.0581], [4.5654, -0.3268, -2.7110], [6.3998, 0.6923, -1.4075], [5.8662, 2.1674, 0.5074], [3.5134, 2.5540, 1.1453], [-2.0513, -1.7133, -1.8149], [-2.1097, -2.1739, -4.2503], [-0.0239, -2.7329, -5.4449], [2.1151, -2.8148, -4.2253], [2.1803, -2.3087, -1.8092], [0.5150, -4.3822, -0.0503], [2.3575, -5.8630, 0.7486], [4.2569, -4.8823, 1.9807], [4.3676, -2.4546, 2.3672], [2.5076, -0.9961, 1.5858], [-5.6116, 4.0139, 5.1789], [-5.0692, 3.2425, 4.2073], [-4.7857, 1.9376, 4.4783], [-4.2887, 1.1056, 3.5186], [-3.9659, -0.2714, 3.8172], [-2.4756, -0.3791, 4.3532], [-2.3137, -0.7508, 5.5005], [-1.6029, -0.0379, 3.5130], [-3.9934, 1.5748, 2.2677], [-3.5524, 0.8452, 1.3693], [-4.3134, 2.8844, 2.0187], [-4.8546, 3.8289, 2.9113], [-5.1076, 4.9551, 2.5433], [-4.9576, 1.5218, 5.4579], [-4.0356, -0.8599, 2.8979], [-4.6548, -0.6553, 4.5672], [-4.0337, 3.2341, 1.1068]],
  "lowdin_spin": [3.034, 0.009, -0.005, -0.079, 0.337, 0.368, 0.010, 0.007, 0.000, 0.007, 0.001, 0.014, 0.116, 0.022, 0.007, 0.000, 0.000, 0.014, -0.001, 0.000, 0.000, 0.000, 0.000, 0.000, -0.001, 0.000, 0.000, 0.000, 0.000, -0.001, 0.001, 0.000, 0.001, 0.000, 0.005, 0.002, 0.001, 0.000, 0.000, 0.007, 0.000, 0.000, 0.000, 0.000, 0.000, 0.000, 0.000, 0.000, 0.000, -0.001, 0.000, 0.001, 0.000, 0.001, 0.002, 0.007, 0.009, 0.032, 0.016, 0.037, 0.011, 0.002, 0.002, 0.000, 0.001, 0.000, 0.007],
  "spin_multiplicity": 5,
  "total_charge": -1,
  "e_homo_ev": [-2.996, -4.679]
}